Entry 1:
The following is a DFT calculation (ωB97M-V with the def2-TZVPD basis set) of a 4-piece molecular cluster, C6H10Br4Cl6 overall.

Relative energy (zero: lowest compared OMol25 entry of this formula, charge and spin) in kcal per mole: 9.8
Kohn-Sham gap in eV: 10.5
Total charge: 0
Structure (SMILES): ClC(Cl)Cl.ClC(Cl)Cl.BrCCBr.BrCCBr

The geometry in XYZ format:
```
26
Properties=species:S:1:pos:R:3:forces:R:3:lowdin_charge:R:1
H 23.684238 -9.436961 -1.932943 0.6 0.0 0.1 0.063
H 24.586256 -11.584509 3.518376 -0.2 -0.3 0.1 0.063
H 24.250301 -12.491570 -1.823013 0.0 0.3 -0.3 -0.001
H 23.543710 -11.634343 2.080635 -0.2 0.1 0.2 -0.002
Cl 22.005460 -16.450863 3.540471 0.0 -0.5 0.0 0.484
C 23.634292 -11.258128 3.099636 0.3 -0.9 0.6 -0.681
H 24.034638 -11.519770 -0.416515 -0.3 0.5 -0.1 0.023
C 23.575476 -9.778313 3.141842 -1.4 1.4 -1.0 -0.665
H 22.403826 -18.433218 2.372107 -0.1 -0.3 0.4 0.012
H 22.614564 -9.418730 2.773816 -0.1 -0.2 0.1 0.043
Br 21.852500 -11.895960 -1.752471 0.4 0.2 0.4 0.583
C 24.115381 -10.359332 -2.322094 0.8 -0.5 -0.1 -0.652
Br 26.120863 -10.371175 -2.436582 -0.7 0.5 0.2 0.567
H 23.725624 -9.223073 4.067726 0.6 -0.5 0.0 0.070
C 22.994413 -15.411818 0.105617 0.6 0.4 -0.2 -1.498
Cl 22.030354 -19.171860 4.612732 -0.1 -0.1 -0.1 0.558
Br 22.164995 -12.155946 4.158281 0.9 0.7 -0.6 0.551
Cl 23.795086 -15.247704 -1.492810 -0.4 -0.2 0.3 0.522
H 23.038227 -16.467948 0.371643 0.3 0.4 0.2 0.004
C 22.665884 -18.116783 3.381712 0.1 1.0 -0.4 -1.547
C 23.793075 -11.564028 -1.478486 -0.6 -0.7 -0.4 -0.704
Cl 23.906484 -14.381076 1.260405 -0.3 -0.6 -0.2 0.502
Cl 21.317583 -14.947134 0.056977 -0.2 0.0 0.0 0.526
Br 24.731428 -9.076756 1.698290 0.2 -0.1 0.5 0.619
H 23.812678 -10.474573 -3.362863 0.0 -0.1 0.3 0.043
Cl 24.429869 -18.023552 3.435259 0.0 -0.1 0.0 0.518
```
Forces are in eV/Å.

Entry 2:
The following is a DFT calculation (ωB97M-V with the def2-TZVPD basis set) of C6H10Br6O2S as an isolated structure.

2S+1: 2
Relative energy (zero: lowest compared OMol25 entry of this formula, charge and spin) in kcal per mole: 0.0
Kohn-Sham gap (alpha / beta) in eV: 9.5 / 3.0
Total charge: +1
<S²>: 0.758

The geometry in XYZ format:
```
25
Properties=species:S:1:pos:R:3:forces:R:3:lowdin_charge:R:1
Br -0.060856 3.878413 -3.446715 0.5 -1.1 -0.3 0.538
H 1.395291 2.511657 -4.910158 0.0 -0.6 0.3 -0.018
Br 0.520843 0.618444 -3.370781 0.1 0.5 -0.5 0.549
C 0.160825 -1.625312 0.085976 0.2 -1.5 0.5 -0.154
H -0.251992 -3.726112 -0.556334 -0.5 -0.2 0.3 0.127
H 0.250031 0.152720 1.660157 -0.2 0.0 -0.2 0.074
C 0.303902 4.005870 0.155345 -0.1 -0.3 1.0 -1.428
O -0.770776 -1.986910 3.747314 -0.4 0.2 -1.8 -0.205
Br 2.868691 2.741962 -2.877540 -0.5 -0.3 -0.4 0.561
C -1.409960 -3.125262 1.315802 -0.2 -1.6 -2.0 -0.140
C 0.202386 -0.923067 1.491289 0.7 -1.3 -1.7 -0.152
O -2.398579 -0.919294 2.137698 -0.4 0.6 -0.3 -0.130
H 0.988280 -1.506110 1.971428 0.3 0.5 0.6 0.117
Br -0.736668 2.246447 -0.087071 0.9 1.4 0.4 0.476
H -0.457731 -1.257589 -0.732732 -0.6 0.2 0.6 0.100
C -0.121860 -3.223110 0.401867 0.0 3.2 0.6 -0.099
H 0.735570 -3.648029 0.923744 -0.2 0.0 0.1 0.118
Br 1.867230 3.843213 1.442030 -1.5 -0.1 -1.1 0.506
H -2.285593 -2.936879 0.694597 0.2 0.7 -0.1 0.116
H -1.783149 -3.984844 1.872532 0.8 0.0 0.7 0.125
C 1.215856 2.355515 -3.846425 -0.2 1.5 0.7 -1.492
S -1.185900 -1.665429 2.392346 0.1 -0.7 2.7 0.815
H 0.737603 4.227082 -0.819879 -0.2 -0.1 0.2 -0.109
Br -0.939117 5.434275 0.693121 0.9 -1.0 -0.4 0.581
H 1.155672 -1.487650 -0.337614 0.4 -0.1 0.2 0.124
```
Forces are in eV/Å.

Entry 3:
The following is a DFT calculation (ωB97M-V with the def2-TZVPD basis set) of C6H10BrN as an isolated structure.

Relative energy (zero: lowest compared OMol25 entry of this formula, charge and spin) in kcal per mole: 103.8
Kohn-Sham gap (alpha / beta) in eV: 6.3 / 6.3
Total charge: 0

The geometry in XYZ format:
```
18
Properties=species:S:1:pos:R:3:forces:R:3:lowdin_charge:R:1
H 0.801669 -2.725401 -0.554178 3.0 -2.1 1.5 0.009
C 0.073533 -2.218251 -1.002627 -1.8 3.3 1.7 0.093
H -0.028050 4.493334 -1.712082 3.4 2.6 0.4 -0.049
C -1.040098 2.800090 -1.039617 -1.6 -1.3 -0.5 -0.599
H -1.444231 4.097278 -2.710769 0.8 -0.8 1.8 0.067
C -0.472801 -1.176058 -0.368483 -1.4 -0.7 -1.2 -0.134
H -0.223804 -2.527363 -1.917221 -1.1 -0.7 -2.7 0.039
H 1.403258 -0.865189 2.279612 0.0 0.2 2.0 0.070
C -0.756898 3.826706 -1.808136 -3.7 -1.0 -2.3 -0.311
H 1.059251 -2.312456 1.333190 -0.4 -3.0 0.9 0.052
C -0.520788 0.435748 1.422875 1.8 -1.6 -0.8 -0.080
H -1.441187 0.713082 1.024781 -1.6 1.4 0.1 0.055
H -1.310095 -0.638366 -0.751252 -0.4 0.4 -0.6 0.115
H 0.031043 0.594262 2.350928 -1.1 0.8 -0.1 0.093
H 2.057965 -1.136575 0.778140 -0.9 0.7 -0.6 0.125
C 1.139708 -1.302311 1.375305 0.2 2.1 -1.5 -0.014
Br 0.410318 2.480699 0.268406 1.0 -0.4 1.2 0.654
N -0.150139 -0.732827 0.897419 3.6 0.2 0.7 -0.184
```
Forces are in eV/Å.

Entry 4:
The following is a DFT calculation (ωB97M-V with the def2-TZVPD basis set) of an isolated ion of composition C6H10BrN2O4P2 and charge +1.

Relative energy (zero: lowest compared OMol25 entry of this formula, charge and spin) in kcal per mole: 154.4
Kohn-Sham gap in eV: 7.8
Total charge: +1

The geometry in XYZ format:
```
25
Properties=species:S:1:pos:R:3:forces:R:3:lowdin_charge:R:1
H 3.122890 3.098000 1.330980 -1.0 -1.3 -1.4 0.115
O 2.673967 2.550460 0.594004 -1.0 -1.8 2.2 -0.329
O 1.852816 0.849273 2.778339 0.8 -0.5 -2.5 -0.336
C -3.315002 0.852023 -0.945899 0.5 0.0 -1.2 -0.075
O -1.373197 -1.238377 2.388154 2.2 -3.9 -8.0 -0.074
P 2.424045 0.900199 1.104328 3.2 1.3 2.7 0.857
P 0.945230 -0.119361 -0.206172 -2.0 1.0 -0.9 0.890
H -3.579063 0.484205 0.134073 0.6 0.9 -2.0 0.082
H 0.776594 -2.659283 0.027812 -0.6 1.8 1.1 0.128
Br -2.495789 -2.788403 0.179170 2.0 1.1 1.1 0.721
C -1.062531 -1.829684 1.219760 -1.5 3.4 6.2 -0.658
N -1.647172 -0.396350 -2.478540 1.0 3.5 4.9 0.106
C 0.501025 -1.749432 0.717153 0.1 -1.4 0.2 -0.229
H -0.992671 1.281226 0.583896 1.3 -0.8 -2.0 0.135
O 1.827824 -0.417483 -1.716759 2.4 -0.8 4.5 -0.242
C 3.152882 -0.913366 -1.251294 5.9 -6.0 -1.2 -0.262
H -0.622245 -0.542048 -2.640070 -0.8 0.0 -0.1 0.031
C -0.534917 1.053056 -0.494615 -1.7 0.4 -0.3 -0.232
N 4.222720 -1.677594 -1.168097 -9.7 7.1 -0.6 0.179
C -1.761124 0.422351 -1.382259 -1.4 -1.8 -2.8 -0.381
H -3.442444 2.024995 -1.094125 0.4 -2.5 0.7 0.101
H 2.421683 0.177414 3.273503 -0.8 1.2 -1.1 0.088
H 1.177979 -1.848210 1.695553 -1.5 0.5 -2.1 0.133
H -4.060305 0.361878 -1.739033 1.9 0.9 1.9 0.107
H -0.213192 2.124511 -0.909864 -0.3 -2.5 0.7 0.144
```
Forces are in eV/Å.

relative energy (zero: lowest compared OMol25 entry of this formula, charge and spin) of number 4 (C6H10BrN2O4P2)? 154.4 kcal per mole